C4H5FO | ωB97M-V with the def2-TZVPD basis set

Output
* total charge: 0
* spin multiplicity: 1
* energy above the lowest of the compared OMol25 structures with the same formula, charge and spin: 1.7 kcal/mol
* HOMO-LUMO gap: 10.25 eV
* LUMO level: 0.0157 Ha
* DFT total energy: -8992.9573 eV
* largest force on an atom: 0.0313 hartree/bohr

Each line ends with the Mulliken charge.
Positions of all 11 atoms, in Å:
C 1.179 -1.784 -0.904  -1.108
C 0.197 -0.811 -0.228  0.845
O -0.846 -1.158 0.312  -0.550
C 0.618 0.614 -0.253  -0.407
C -0.047 1.656 0.265  -0.103
F -1.203 1.508 0.885  -0.202
H 1.291 -1.476 -1.951  0.320
H 2.164 -1.779 -0.441  0.322
H 0.682 -2.758 -0.883  0.303
H 1.562 0.949 -0.717  0.238
H 0.215 2.716 0.247  0.341